*a*
Below is an isolated molecule of C2H2N4O, with properties calculated with wB97M-V/def2-TZVPD.

```
9
Properties=species:S:1:pos:R:3
O 2.5334 -0.2542 -0.0312
C 1.2739 -0.1737 0.0563
C 0.3536 0.9887 0.1799
N -0.9141 1.0161 -0.0604
N -1.4594 -0.3085 -0.0023
N -0.7239 -1.3710 0.1157
N 0.4731 -1.2892 -0.0325
H 0.8411 2.0056 -0.0661
H -2.3776 -0.6137 -0.1595
```

The LUMO energy is -0.58 eV. Its highest occupied orbital energy is -9.44 eV. Its structure (SMILES) is O=c1cn[nH]nn1.

=====

*b*
Below is an isolated molecule of C2H2N4O, with properties calculated with wB97M-V/def2-TZVPD.

```
9
Properties=species:S:1:pos:R:3
H 2.4664 0.5108 -0.5916
N 2.1377 -0.4426 -0.2075
C 0.8880 -0.2846 0.2466
N 0.0709 -1.4579 0.2549
N -1.1566 -1.6000 0.2672
N -1.8350 -0.2079 -0.2073
C -1.1646 0.7706 -0.0755
O 0.2006 0.9250 0.6363
H -1.6074 1.7866 -0.3230
```

The LUMO energy is -1.25 eV. Its highest occupied orbital energy is -10.01 eV. Its structure (SMILES) is [H]/N=c1/nnnco1.

=====

Energy ordering: *a* at the bottom, the next structure 15.7 kcal/mol above.

=====

*a*
Below is a cluster of 3 separate species, C2H7N4S in total, with properties calculated with wB97M-V/def2-TZVPD.

```
14
Properties=species:S:1:pos:R:3
C 2.5812 2.8782 -1.3203
C -1.5935 0.6857 2.1945
N 1.7795 2.3272 -0.6952
N -0.8946 -0.1593 1.8159
N -0.8124 -2.0530 -1.0437
N -0.3646 -1.1632 1.3169
S 0.7188 1.6776 0.1684
H 3.2555 3.3254 -1.9744
H -2.0039 1.6900 2.2001
H -0.6557 -3.0528 -1.0777
H -1.7432 -1.9871 -1.5114
H 0.5691 -1.1811 1.6478
H -0.1169 -1.5028 -1.6894
H -0.7194 -1.4849 -0.0315
```

As for the charge: +1. The LUMO energy is -3.15 eV. Its highest occupied orbital energy is -11.91 eV.

=====

*b*
Below is the ion C2H7N4S with charge +1, with properties calculated with wB97M-V/def2-TZVPD.

```
14
Properties=species:S:1:pos:R:3
H 2.3710 -1.5245 0.2995
N 1.3882 -1.7683 0.2081
C 0.5598 -0.8429 -0.0172
C -0.8596 -1.2609 -0.3613
S -2.1403 -0.2527 0.3988
N -1.6505 1.2270 -0.2257
N 0.8644 0.4707 -0.2129
N 1.5618 1.1689 0.5913
H -0.9633 -1.2109 -1.4461
H -1.0054 -2.2896 -0.0325
H -2.0995 2.0117 0.2310
H -1.6862 1.3278 -1.2357
H 1.8444 2.0898 0.2717
H 1.8152 0.8539 1.5309
```

As for the charge: +1. The LUMO energy is -6.70 eV. Its highest occupied orbital energy is -12.44 eV. Its structure (SMILES) is [H]/N=C(/CSN)N=[NH2+].

=====

Energy ordering: *b* at the bottom, the next structure 31.6 kcal/mol above.

=====

*a*
Below is an isolated molecule of C2H3FS2, with properties calculated with wB97M-V/def2-TZVPD.

```
8
Properties=species:S:1:pos:R:3
C -1.6351 -0.1979 -0.1784
C -0.3804 -0.0476 0.2297
S 1.0356 -0.9633 -0.2834
S 2.5552 -0.0613 0.6260
F 2.9837 1.0766 -0.5321
H -2.4686 0.4067 0.0559
H -2.1270 -1.0310 -0.8307
H 0.0365 0.8177 0.9130
```

The LUMO energy is 0.21 eV. Its highest occupied orbital energy is -9.54 eV. Its structure (SMILES) is C=CSSF.

=====

*b*
Below is a cluster of 2 separate species, C2H3FS2 in total, with properties calculated with wB97M-V/def2-TZVPD.

```
8
Properties=species:S:1:pos:R:3
C 0.1973 1.6154 0.1362
C -0.9416 1.3437 -0.0306
F 1.1461 -2.5409 -1.0856
S -1.2378 -1.5990 0.5797
S 0.7108 -1.5435 0.3692
H 1.0598 2.3010 0.1367
H 0.8626 -0.3886 -0.3632
H -1.7972 0.8118 0.2576
```

The LUMO energy is -1.10 eV. Its highest occupied orbital energy is -9.52 eV.

=====

Energy ordering: *a* at the bottom, the next structure 59.9 kcal/mol above.

=====

*a*
Below is a cluster of 2 separate species, C9H13NO2 in total, with properties calculated with wB97M-V/def2-TZVPD.

```
25
Properties=species:S:1:pos:R:3
O 0.7869 -1.6855 -0.6025
C 0.3574 -0.6679 -0.1790
C 0.4799 0.7085 0.3770
C -0.9215 0.1579 0.0067
C -1.8662 -0.3773 1.0428
C -3.2723 -0.0417 0.4349
C -3.0299 1.1218 -0.5207
C -1.7785 0.6046 -1.2164
H 0.7555 0.8069 1.3583
H 1.0189 1.3097 -0.2644
H -1.5491 0.1650 1.9047
H -2.0208 -1.5084 1.2152
H -4.0902 0.2219 1.2912
H -3.7539 -0.8718 -0.2651
H -3.8512 1.2211 -1.0824
H -2.9274 1.9605 0.1338
H -2.1367 -0.1711 -1.7788
H -1.1785 1.3982 -1.7745
C 3.9640 -1.5002 -0.0441
N 3.9128 -0.1102 0.1619
C 4.4273 0.9567 0.0046
O 4.8275 2.0510 0.1720
H 3.2808 -1.6533 -0.8045
H 3.6235 -2.1279 0.7757
H 4.9418 -1.9685 -0.3466
```

The LUMO energy is 0.65 eV. Its highest occupied orbital energy is -8.49 eV. Its structure (SMILES) is O=C1CC12CCCC2.CN=C=O.

=====

*b*
Below is a cluster of 2 separate species, C9H13NO2 in total, with properties calculated with wB97M-V/def2-TZVPD.

```
25
Properties=species:S:1:pos:R:3
C 1.7742 -0.4413 -2.1858
C 0.9499 -1.5314 -1.6098
C 1.5280 -2.2569 -0.5514
C 0.7494 -3.0637 0.2639
C -0.5821 -3.3915 -0.0840
O -1.3585 -4.2477 0.6372
C -1.0896 -2.7595 -1.2063
C -0.3880 -1.7595 -1.8503
H 1.2651 0.3427 -2.7317
H 2.5980 -0.7236 -2.8556
H 2.2488 0.2755 -1.4712
H 2.5912 -2.2423 -0.3357
H 1.1201 -3.4705 1.1981
H -1.0339 -4.3516 1.5462
H -2.1545 -2.8560 -1.4067
H -0.8893 -1.1117 -2.5672
C 0.9825 4.1389 1.6015
C -0.4737 4.3752 1.2926
N -1.2542 4.2984 2.3996
O -0.9578 4.6965 0.2261
H 1.4775 3.1703 1.6520
H 1.4903 4.4226 2.5230
H 1.5202 4.7949 0.8835
H -2.2320 4.5053 2.2985
H -0.8743 4.2847 3.3311
```

The LUMO energy is 0.66 eV. Its highest occupied orbital energy is -8.36 eV. Its structure (SMILES) is Cc1ccc(O)cc1.CC(N)=O.

=====

Energy ordering: *b* at the bottom, the next structure 75.3 kcal/mol above.

=====

*a*
Below is a cluster of 2 separate species, C9H13NO2 in total, with properties calculated with wB97M-V/def2-TZVPD.

```
25
Properties=species:S:1:pos:R:3
C 0.5616 -1.1960 2.3579
C 0.9774 0.0542 1.6465
C 0.4069 0.3976 0.4207
C 0.7510 1.5631 -0.2292
C 1.6625 2.4351 0.3499
O 2.0380 3.6059 -0.2620
C 2.2207 2.1355 1.5741
C 1.8806 0.9492 2.2115
H 1.1783 -1.3792 3.2389
H 0.6132 -2.0769 1.7148
H -0.4685 -1.1432 2.7221
H -0.2794 -0.2953 -0.0510
H 0.3382 1.7990 -1.2052
H 1.5818 3.6617 -1.0980
H 2.8853 2.8505 2.0401
H 2.2993 0.7409 3.1869
C -2.4948 -2.4458 -1.5640
C -2.2221 -0.9988 -1.8949
N -1.3439 -0.7592 -2.8946
O -2.7678 -0.0959 -1.2775
H -2.6043 -3.0524 -2.4672
H -3.4212 -2.5431 -1.0082
H -1.6671 -2.8578 -0.9881
H -1.1566 0.2013 -3.1263
H -0.9690 -1.5505 -3.3974
```

The LUMO energy is 0.66 eV. Its highest occupied orbital energy is -8.27 eV. Its structure (SMILES) is Cc1ccc(O)cc1.CC(N)=O.

=====

*b*
Below is a cluster of 2 separate species, C9H13NO2 in total, with properties calculated with wB97M-V/def2-TZVPD.

```
25
Properties=species:S:1:pos:R:3
C 2.2660 3.3560 -1.8118
C 1.8123 2.2835 -0.8822
C 2.6955 1.3870 -0.2557
C 2.2763 0.2720 0.4577
C 0.9150 -0.0319 0.4020
O 0.3777 -1.1012 1.0534
C -0.0139 0.8684 -0.1357
C 0.4622 2.0397 -0.7124
H 3.2568 3.0877 -2.2918
H 2.4768 4.3031 -1.2909
H 1.6091 3.5480 -2.6524
H 3.7175 1.6177 -0.4894
H 2.9228 -0.4964 0.8547
H 0.9960 -1.8297 1.1962
H -1.0403 0.5511 -0.1786
H -0.1642 2.7442 -1.2405
C -1.9452 -3.3089 1.0471
C -3.1472 -2.6443 0.4324
N -3.4759 -1.4219 0.9571
O -3.9054 -3.1630 -0.3656
H -1.4656 -2.4748 1.5652
H -1.1931 -3.8024 0.4180
H -2.2816 -3.9504 1.8378
H -4.1158 -0.9085 0.3749
H -3.0358 -0.9251 1.7105
```

The LUMO energy is 0.58 eV. Its highest occupied orbital energy is -8.56 eV. Its structure (SMILES) is Cc1ccc(O)cc1.CC(N)=O.

=====

Energy ordering: *a* at the bottom, the next structure 15.2 kcal/mol above.

=====

*a*
Below is a cluster of 2 separate species, C3H6NO2 in total, with properties calculated with wB97M-V/def2-TZVPD.

```
12
Properties=species:S:1:pos:R:3
O -1.2543 -1.0721 -2.3989
C -0.8456 -1.9592 -1.5934
O -0.1130 -1.7062 -0.5496
H -1.1202 -3.0180 -1.7713
C 0.8557 0.5914 1.8649
C 0.2669 1.3850 0.9164
N 0.0140 1.0101 -0.3865
H 1.2683 -0.3728 1.4965
H 1.1863 1.0258 2.8076
H 0.2536 2.4631 1.1583
H 0.0133 -0.0285 -0.5934
H -0.5249 1.6814 -0.9507
```

As for the charge: -1. The LUMO energy is 4.30 eV. Its highest occupied orbital energy is -3.70 eV.

=====

*b*
Below is the ion C3H6NO2 with charge -1, with properties calculated with wB97M-V/def2-TZVPD.

```
12
Properties=species:S:1:pos:R:3
C -0.1347 1.1758 -0.8185
C -0.8982 0.0717 -0.0744
N -0.1182 -0.5355 0.9751
C 0.9540 -1.4214 0.5697
O 0.9247 -1.8566 -0.5916
O 1.8123 -1.5937 1.4738
H 0.8724 0.8206 -1.0416
H -0.0350 2.0278 -0.1490
H -0.5803 1.5063 -1.7579
H -1.1769 -0.7195 -0.7643
H -1.7773 0.5201 0.4028
H 0.1571 0.0045 1.7759
```

As for the charge: -1. The LUMO energy is 4.27 eV. Its highest occupied orbital energy is -3.87 eV. Its structure (SMILES) is CCNC(=O)[O-].

=====

*c*
Below is a cluster of 2 separate species, C3H6NO2 in total, with properties calculated with wB97M-V/def2-TZVPD.

```
12
Properties=species:S:1:pos:R:3
C -3.5955 0.3221 -0.3115
C -2.4734 -0.3276 -0.2824
N -1.3165 0.2312 0.3824
H -3.5507 1.3513 0.0129
H -4.5329 -0.2079 -0.6825
H -2.4633 -1.3473 -0.6497
H -1.3522 1.2673 0.4395
H -0.4447 -0.3209 0.2705
O 3.2904 0.7123 -0.0913
C 2.7298 -0.3772 -0.0071
O 1.4920 -0.5548 0.2944
H 3.3343 -1.3244 -0.0870
```

As for the charge: -1. The LUMO energy is 3.86 eV. Its highest occupied orbital energy is -4.28 eV.

=====

Energy ordering: *b* at the bottom, the next structure 25.0 kcal/mol above.

=====

*a*
Below is a cluster of 2 separate species, C2HCl6P in total, with properties calculated with wB97M-V/def2-TZVPD.

```
10
Properties=species:S:1:pos:R:3
C -1.5967 -0.2800 0.2126
C 2.0098 -0.0810 -0.4617
P -0.4867 0.7048 1.3249
Cl -1.0113 -2.0221 0.5579
Cl -3.2532 -0.0496 0.6669
Cl 1.0702 -0.1124 -1.8815
Cl 3.1041 1.2367 -0.3077
Cl 2.3992 -1.5710 0.2727
Cl -0.8913 2.4498 0.5435
H -1.3440 -0.2751 -0.9276
```

The LUMO energy (alpha / beta) is -1.34 / -0.90 eV. Its highest occupied orbital energy (alpha / beta) is -8.63 / -8.49 eV.

=====

*b*
Below is a cluster of 2 separate species, C2HCl6P in total, with properties calculated with wB97M-V/def2-TZVPD.

```
10
Properties=species:S:1:pos:R:3
C -0.1512 2.0980 0.8903
C -0.0260 -1.1600 -1.0810
P -0.8376 -0.9615 0.6227
Cl 1.1303 1.7626 1.8558
Cl 0.1384 2.6502 -0.6919
Cl 0.1953 -2.8483 -1.2649
Cl -1.3286 -0.4131 -2.1559
Cl 1.4685 -0.1995 -1.0376
Cl 0.2247 -2.1198 1.8218
H -0.8139 1.1914 1.0408
```

The LUMO energy (alpha / beta) is -1.60 / -0.64 eV. Its highest occupied orbital energy (alpha / beta) is -8.53 / -8.61 eV.

=====

Energy ordering: *a* at the bottom, the next structure 19.6 kcal/mol above.